No. 1
Computed, not measured: C38H31IN2O2W as an isolated structure, with ωB97M-V/def2-TZVPD.

```
! RIJCOSX wB97M-V def2-TZVPD def2/J DEFGRID3
* xyz 2 3
W -0.68430 -0.16546 0.39777
O -0.49035 -1.96126 0.17173
C 0.39428 -2.86074 -0.52940
C 1.74179 -2.53674 0.11895
C 2.26686 -1.15783 -0.21229
C 3.62990 -1.05495 -0.42240
C 4.19190 0.15226 -0.78515
C 3.35318 1.23288 -0.96861
C 1.99330 1.11004 -0.74559
C 1.12410 2.28617 -1.12055
C 0.12481 2.81011 -0.08533
O -0.61588 1.63754 0.29086
C 0.70505 3.35619 1.20813
C 2.06511 3.47580 1.44787
C 2.51765 3.97677 2.66428
C 1.61487 4.35269 3.64383
C 0.24918 4.24197 3.40484
C -0.20315 3.75188 2.19201
C -0.80864 3.80065 -0.76787
C -0.43482 5.13619 -0.85139
C -1.23402 6.03761 -1.53781
C -2.41255 5.61320 -2.13404
C -2.78951 4.28152 -2.04872
C -1.98568 3.37425 -1.37287
N 1.45091 -0.06958 -0.32811
C 0.42046 -2.50551 -2.01484
C -0.26888 -1.42751 -2.55841
C -0.14995 -1.10020 -3.90202
C 0.67176 -1.85922 -4.71927
C 1.35514 -2.94713 -4.19028
C 1.22899 -3.27174 -2.84878
C -0.10983 -4.27185 -0.28550
C -1.26845 -4.67108 -0.94862
C -1.80275 -5.92842 -0.72435
C -1.17567 -6.80261 0.15449
C -0.01855 -6.41265 0.80897
C 0.51305 -5.14733 0.59455
H 2.48467 -3.25586 -0.22101
H 1.64451 -2.65883 1.20130
H 4.24215 -1.93899 -0.31619
H 5.25707 0.24068 -0.95125
H 3.74630 2.18167 -1.30564
H 0.53594 2.00481 -2.00076
H 1.76410 3.10930 -1.43262
H 2.79075 3.20528 0.69325
H 3.58012 4.08036 2.83863
H 1.96926 4.74815 4.58592
H -0.46087 4.56342 4.15546
H -1.26714 3.70583 1.98629
H 0.47393 5.47710 -0.36991
H -0.93796 7.07596 -1.59869
H -3.03868 6.31965 -2.66147
H -3.70995 3.94569 -2.50697
H -2.29114 2.33613 -1.31489
H -0.96426 -0.85191 -1.94355
H -0.70952 -0.26824 -4.30888
H 0.76814 -1.61669 -5.76857
H 1.98316 -3.55321 -4.82905
H 1.74713 -4.13747 -2.45299
H -1.74458 -4.00112 -1.65525
H -2.69974 -6.23308 -1.24641
H -1.58528 -7.78976 0.31967
H 0.47798 -7.09341 1.48695
H 1.41822 -4.86849 1.11779
I -4.74556 -3.46010 3.25276
C -3.49863 -1.80116 3.26525
C -3.17359 -1.13114 4.43957
C -2.33405 -0.02561 4.37912
C -1.80073 0.35771 3.17076
N -2.11177 -0.29300 2.02631
C -2.97718 -1.31750 2.08119
H -3.56995 -1.46419 5.38961
H -2.07917 0.52169 5.27536
H -1.11546 1.19405 3.08668
H -3.22756 -1.78364 1.13614
*
```

Orbital gap (spin up / spin down), eV: 7.2 / 6.2
LUMO energy (spin up / spin down), eV: -6.71 / -7.73
E_HOMO (spin up / spin down), eV: -13.88 / -13.89
ΔE to the lowest compared entry with this formula, charge and spin, eV: 0.000

Atomic partial charges in e from the Löwdin method, atoms 1 to 5: number 1, W, carries 1.800; number 2, O, carries -0.289; number 3, C, carries -0.395; number 4, C, carries -0.056; number 5, C, carries -0.203

No. 2
Computed, not measured: C38H31N5O4PtSSi as an isolated structure, with ωB97M-V/def2-TZVPD.

```
! RIJCOSX wB97M-V def2-TZVPD def2/J DEFGRID3
* xyz 0 1
Pt 0.36219 -0.35508 -0.34432
C -0.14110 12.45643 5.34726
O 0.83606 11.45255 5.56081
C 0.65901 10.26047 4.94256
C -0.42235 9.95342 4.12549
C -0.49440 8.69469 3.54261
C 0.48860 7.74075 3.75770
C 1.57065 8.06585 4.58260
C 1.65528 9.30715 5.16833
C 0.44076 6.40850 3.15026
N 1.33748 5.46645 3.33076
C 0.90178 4.41270 2.56988
C -0.27548 4.71573 1.93140
N -0.56670 6.00325 2.31254
C -0.96282 3.79449 1.08658
C -2.19064 4.03486 0.45622
C -2.75697 3.04885 -0.31208
C -2.07445 1.83937 -0.46116
N -0.90392 1.60863 0.10262
C -0.35125 2.54393 0.88499
C 0.90180 2.20841 1.54322
N 1.43385 0.99166 1.30958
C 2.55431 0.65869 1.92312
C 3.23176 1.51731 2.79323
C 2.71653 2.76676 3.02745
C 1.52167 3.13325 2.39598
H 0.18759 13.31991 5.91792
H -1.12173 12.13517 5.70706
H -0.20672 12.72344 4.28974
H -1.20322 10.67301 3.93300
H -1.34766 8.48551 2.90870
H 2.34156 7.32705 4.74966
H 2.48783 9.57204 5.80534
H -1.33985 6.56624 2.00863
H -2.69130 4.98655 0.57943
H -3.70166 3.19619 -0.81446
H -2.46964 1.05201 -1.09014
H 2.94124 -0.32803 1.71073
H 4.15064 1.18704 3.25587
H 3.20094 3.47658 3.68428
C -1.34751 -5.65448 -2.05306
C -2.35701 -5.11399 -1.27435
C -2.08798 -4.03601 -0.43931
C -0.81023 -3.47949 -0.35972
C 0.19360 -4.05128 -1.14758
C -0.06589 -5.12247 -1.98713
Si -0.47763 -2.03434 0.80101
C 0.68744 -2.51794 2.18741
C 0.20974 -2.66739 3.49039
C 1.04946 -3.06426 4.52344
C 2.38761 -3.31653 4.26810
C 2.88476 -3.17496 2.97889
C 2.04072 -2.77890 1.95375
H -1.55361 -6.49247 -2.70620
H -3.35565 -5.52936 -1.31608
H -2.89239 -3.61868 0.15618
H 1.20842 -3.66943 -1.08250
H 0.73007 -5.54993 -2.58370
H -1.78173 -1.64026 1.40726
H -0.83389 -2.46718 3.70597
H 0.65747 -3.17569 5.52623
H 3.04419 -3.62695 5.07084
H 3.92875 -3.37710 2.77439
H 2.43912 -2.67788 0.94897
N 0.78537 -1.11279 -2.24340
C 0.90960 0.13893 -2.98257
C 0.43945 0.24905 -4.28023
C 0.46118 1.48911 -4.90236
C 0.95370 2.60749 -4.24508
C 1.46105 2.47445 -2.96039
C 1.44523 1.24384 -2.32808
S 0.99443 4.22589 -5.03052
O -0.07392 4.15192 -6.00987
O 0.74943 5.12566 -3.91284
O 2.33367 4.29661 -5.58035
H 0.00002 -1.66153 -2.58361
H 1.60021 -1.71349 -2.31653
H 0.02095 -0.61423 -4.78485
H 0.06554 1.61466 -5.90172
H 1.84687 3.35450 -2.46291
H 1.87117 1.15716 -1.32703
*
```

Orbital gap, eV: 6.4
LUMO energy, eV: -1.15
E_HOMO, eV: -7.57
ΔE to the lowest compared entry with this formula, charge and spin, eV: 1.669

Atomic partial charges in e from the Löwdin method, atoms 1 to 5: number 1, Pt, carries 0.815; number 2, C, carries -0.077; number 3, O, carries -0.074; number 4, C, carries -0.278; number 5, C, carries -0.011

No. 3
Computed, not measured: C38H31NO5SbTa as an isolated structure, with ωB97M-V/def2-TZVPD.

```
! RIJCOSX wB97M-V def2-TZVPD def2/J DEFGRID3
* xyz 2 1
Ta -1.32124 1.05300 0.17502
O -2.85523 -1.48021 5.62054
C -2.63556 -0.93876 4.59013
C -3.39034 -1.17558 3.24426
O -4.31834 -1.89480 3.04643
C -2.65046 -0.30788 2.28685
C -1.66452 0.38928 2.88252
O -0.94705 1.17696 2.03146
C -1.48874 0.08595 4.31613
O -0.65534 0.47107 5.07732
O -2.73421 -0.15794 0.95854
C 2.07548 0.54150 -2.41595
C 2.86867 -0.48258 -1.64947
C 4.23024 -0.62088 -1.91065
C 5.00037 -1.56122 -1.24545
C 4.42762 -2.40203 -0.30138
C 3.07882 -2.28170 -0.01209
C 2.31896 -1.32141 -0.67784
Sb 0.27716 -1.25134 -0.20027
C -0.73848 -2.15986 -1.80013
C -0.36730 -3.45132 -2.16053
C -0.99064 -4.07109 -3.23440
C -1.97046 -3.39545 -3.94503
C -2.32916 -2.10285 -3.59145
C -1.71852 -1.46809 -2.51677
C -2.13636 -0.06100 -2.16219
C -0.11596 -2.36810 1.53597
C -1.12664 -3.32372 1.44989
C -1.53960 -3.99063 2.59412
C -0.94235 -3.69148 3.80984
C 0.05602 -2.72900 3.88515
C 0.48772 -2.03535 2.75611
C 1.53057 -0.95745 2.89415
H 2.22260 1.54050 -1.99813
H 1.00391 0.31938 -2.41556
H 2.38943 0.56745 -3.45899
H 4.68858 0.01281 -2.66010
H 6.05382 -1.64669 -1.47527
H 5.02473 -3.14759 0.20518
H 2.62519 -2.93656 0.72361
H 0.40409 -3.98037 -1.61277
H -0.70691 -5.07645 -3.51390
H -2.45772 -3.87290 -4.78414
H -3.09238 -1.58388 -4.15804
H -2.76391 0.39071 -2.92985
H -1.25090 0.61361 -2.11415
H -2.77405 -0.05432 -1.25772
H -1.60213 -3.54572 0.50184
H -2.32525 -4.73128 2.53457
H -1.26154 -4.20140 4.70902
H 0.50134 -2.49511 4.84437
H 1.91563 -0.92645 3.91105
H 1.12247 0.03574 2.68573
H 2.37731 -1.12164 2.22422
C -3.19027 3.52061 -2.91064
C -1.84957 3.63435 -3.32232
C -0.80643 3.41631 -2.44608
C -1.09733 3.13025 -1.11027
C -2.43907 3.09665 -0.66660
C -3.49016 3.26046 -1.59160
N -0.16099 2.59073 -0.18419
C 1.02301 3.25168 0.22176
C 1.09821 4.64075 0.22293
C 2.24102 5.25590 0.70487
C 3.29752 4.49201 1.18598
C 3.21623 3.10498 1.17769
C 2.08077 2.47978 0.69283
H -3.98525 3.68015 -3.62616
H -1.63130 3.87576 -4.35463
H 0.22583 3.45775 -2.77098
H -2.65207 3.21864 0.39936
H -4.51600 3.24358 -1.24833
H 0.26863 5.23410 -0.14230
H 2.30454 6.33507 0.71138
H 4.18586 4.97794 1.56461
H 4.04231 2.51009 1.54299
H 2.02504 1.39661 0.65786
*
```

Orbital gap, eV: 6.1
LUMO energy, eV: -8.09
E_HOMO, eV: -14.18
ΔE to the lowest compared entry with this formula, charge and spin, eV: 0.000

Atomic partial charges in e from the Löwdin method, atoms 1 to 5: number 1, Ta, carries 1.695; number 2, O, carries 0.227; number 3, C, carries -0.208; number 4, C, carries -0.238; number 5, O, carries 0.203